Entry 1:
# C3H11OPSi

C3H11OPSi as an isolated structure in a non-equilibrium geometry (wB97M-V/def2-TZVPD, the OMol25 dataset).

XYZ file:
```
17
Properties=species:S:1:pos:R:3:forces:R:3
C 1.02758 1.51572 -0.14867 -0.7 1.1 -0.1
C -1.33341 0.14105 -1.78142 0.3 1.0 1.3
C -1.27360 0.06840 1.48861 0.4 1.0 -1.3
O 1.93717 -1.97918 1.13013 0.0 0.0 -0.4
Si -0.27475 0.14631 -0.20988 0.0 -2.0 0.5
P 1.11069 -2.21138 -0.32592 -0.6 3.2 -0.4
H 0.81452 2.32297 0.61488 -0.1 -0.5 -1.3
H 1.77327 0.99730 0.33752 2.0 -1.5 1.6
H 1.63849 1.83760 -1.03165 -1.3 0.1 0.4
H -1.49252 1.16033 -2.12133 0.4 0.3 -0.2
H -0.65593 -0.37054 -2.48064 -1.2 -0.4 -0.2
H -2.35930 -0.13736 -1.48478 0.6 -1.0 -0.8
H -0.62664 -0.29699 2.29563 -0.1 0.4 -0.1
H -1.51557 1.15853 1.58469 0.1 -0.8 0.6
H -2.22049 -0.50137 1.51042 0.6 0.2 -0.4
H 1.53133 -2.58886 1.74469 0.0 -0.2 0.4
H 1.91917 -1.26251 -1.12229 -0.2 -1.0 0.5
```
Forces are in eV/Å.

Computed properties:
E_LUMO: 0.733 eV
max |F|: 3.28 eV/Å
E_HOMO: -7.7645 eV
total charge: 0
HOMO-LUMO gap: 8.5 eV
electronic energy: -22502.4053 eV
multiplicity: 1

Atom charges from the natural (NBO) analysis, given in e for atoms 1 to 5: -1.1584, -1.1458, -1.0923, -0.9875, 1.3664

---

Entry 2:
# C15H35CaN2OP3

C15H35CaN2OP3 as an isolated structure in a non-equilibrium geometry (wB97M-V/def2-TZVPD, the OMol25 dataset).

XYZ file:
```
57
Properties=species:S:1:pos:R:3:forces:R:3
Ca -0.93428 0.01648 0.61046 -0.4 0.1 0.0
P -2.88406 -2.06817 0.43829 -1.0 0.1 -0.7
P 0.01918 1.63597 2.83415 0.0 0.6 0.9
N -0.98852 -0.14963 -1.76665 -0.5 -0.1 0.1
N 0.41818 1.68524 -0.45474 0.0 0.9 0.5
H -0.67180 1.00986 -3.56937 0.2 -0.3 0.4
H 1.30752 2.22630 -2.32953 -0.3 0.0 0.4
H 0.74670 0.10903 -2.96142 -0.4 -0.1 0.2
C -0.13973 0.68780 -2.65256 -0.4 -0.8 -0.1
H -0.37937 2.74942 -2.13590 0.4 -0.3 0.6
C 0.33276 1.92992 -1.89989 0.0 0.3 -0.2
H -2.39709 -0.61304 -3.18912 0.1 0.2 0.2
H 1.15286 3.61557 -0.20054 -0.2 -0.5 0.2
C -2.07845 -0.68305 -2.13203 0.1 0.1 -1.2
C 0.79413 2.69312 0.30522 0.5 0.7 -1.0
H -3.22163 -2.44724 -1.93209 -0.1 0.6 0.0
C -3.10445 -1.50180 -1.36677 0.3 -0.3 0.2
H -4.05206 -0.93591 -1.40205 0.4 -0.3 -0.2
H -0.91898 2.62050 3.30730 0.3 -0.6 0.1
H 1.02120 1.80986 3.84319 -0.5 -0.2 -0.1
H -4.20866 -1.70751 0.81860 0.5 0.0 0.2
H -3.22663 -3.42111 0.19031 0.3 0.1 0.2
O -2.62107 1.32747 0.54367 0.6 -0.5 0.1
C -3.02889 2.33473 -0.32993 0.4 -0.4 -0.1
C -4.47506 2.14106 -0.76423 -0.2 0.2 0.2
C -2.77788 3.70588 0.28163 -0.3 0.1 0.1
H -2.41832 2.27093 -1.26234 -0.1 0.2 0.1
H -4.57931 1.23371 -1.36840 0.0 0.1 0.0
H -5.12170 2.02636 0.11364 0.1 0.1 -0.1
H -4.82493 3.00385 -1.34494 0.0 -0.2 0.0
H -1.72041 3.83639 0.52668 0.0 0.0 -0.1
H -3.09100 4.50851 -0.39754 0.1 -0.1 0.2
H -3.34066 3.79545 1.21881 0.0 0.0 -0.1
C 0.80616 2.77268 1.71067 0.6 0.7 -1.2
H 1.29186 3.68853 2.07371 -0.3 -0.5 0.1
C 3.08272 -2.70412 -1.94796 0.0 -0.1 -0.1
C 2.61954 -3.05380 -0.53432 -0.3 -0.2 0.4
P 1.57890 -1.72550 0.21371 0.0 0.4 0.1
C 1.05017 -2.34652 1.87630 0.1 -0.4 -0.1
C 2.08973 -3.09013 2.71310 -0.1 -0.2 0.6
C 2.81621 -0.41094 0.63774 0.0 0.0 -0.3
C 4.18928 -0.82833 1.15478 0.3 0.3 0.2
H 2.23392 -2.45246 -2.59197 0.1 0.0 0.1
H 3.58612 -3.56472 -2.39793 0.0 0.1 0.1
H 3.79125 -1.86914 -1.96323 -0.1 -0.1 0.1
H 1.98817 -3.95636 -0.55851 0.2 0.2 0.0
H 3.47380 -3.26288 0.12483 -0.2 -0.1 -0.2
H 0.67039 -1.48262 2.45258 0.0 -0.2 -0.2
H 0.18516 -3.00502 1.68383 0.2 0.2 0.1
H 2.83939 -2.41247 3.13581 -0.1 -0.2 -0.2
H 1.59924 -3.57926 3.56585 0.1 0.1 -0.2
H 2.59666 -3.87579 2.14339 -0.1 0.2 0.1
H 2.92286 0.17126 -0.29254 0.0 -0.1 0.3
H 2.32982 0.26891 1.35456 0.1 -0.1 -0.2
H 4.67594 -1.57127 0.51383 -0.1 0.1 0.2
H 4.84546 0.05217 1.17839 -0.1 -0.2 0.0
H 4.14966 -1.20817 2.18148 0.0 0.0 -0.3
```
Forces are in eV/Å.

Computed properties:
E_LUMO (spin up / spin down): -2.081 / -4.860 eV
max |F|: 1.53 eV/Å
E_HOMO (spin up / spin down): -11.0604 / -11.0534 eV
total charge: +1
HOMO-LUMO gap (spin up / spin down): 9.0 / 6.2 eV
electronic energy: -67449.3350 eV
expectation value of S²: 0.783
multiplicity: 2

Atom charges from the natural (NBO) analysis, given in e for atoms 1 to 5: 1.6783, 0.1817, 0.1985, -0.5284, -0.4630